66
Properties=species:S:1:pos:R:3:forces:R:3 method="wB97M-V/def2-TZVPD" homo_energy_ha="-0.23460 / -0.28780" orbital_gap_ev="6.7817 / 6.9075" multiplicity=2 e_lumo_ev="0.398 / -0.924" fmax_ev_per_a=0.36
Hg -0.712 -2.246 0.333 -0.195 -0.173 -0.088
C 1.133 1.967 -2.248 0.064 0.039 0.104
N 0.664 1.103 -1.157 -0.169 -0.244 -0.190
P -1.028 0.811 -0.984 0.005 0.062 0.029
C -1.653 0.432 -2.665 -0.001 0.027 -0.045
C -1.716 1.361 -3.707 -0.008 -0.009 -0.004
C -2.183 0.991 -4.957 -0.004 0.001 -0.005
C -2.605 -0.314 -5.185 0.013 -0.002 -0.005
C -2.558 -1.244 -4.160 0.015 0.000 0.032
C -2.082 -0.871 -2.909 -0.011 0.007 -0.027
C -1.676 2.502 -0.740 0.002 -0.035 0.130
C -0.927 3.476 -0.082 -0.006 0.021 -0.036
C -1.479 4.716 0.208 -0.007 -0.008 -0.004
C -2.794 4.991 -0.137 0.014 0.007 -0.026
C -3.556 4.019 -0.770 0.005 0.006 0.005
C -3.003 2.782 -1.066 0.003 0.008 0.008
P 1.530 -0.392 -0.872 0.205 0.190 0.067
C 1.906 -0.269 0.918 -0.010 -0.047 -0.001
C 1.570 0.817 1.716 -0.018 -0.010 0.034
C 1.838 0.795 3.081 0.002 0.004 -0.023
C 2.433 -0.316 3.657 0.015 -0.003 0.001
C 2.778 -1.406 2.864 0.008 0.020 -0.008
C 2.511 -1.383 1.506 0.005 0.038 -0.009
C 3.188 -0.035 -1.570 0.055 -0.119 0.055
C 4.176 0.680 -0.893 -0.015 0.033 -0.034
C 5.444 0.811 -1.438 -0.007 0.007 0.004
C 5.742 0.219 -2.659 -0.008 0.032 -0.021
C 4.768 -0.492 -3.342 -0.015 0.013 0.002
C 3.498 -0.623 -2.795 -0.008 0.035 0.008
H 0.470 2.828 -2.325 -0.001 0.012 -0.001
H 1.154 1.456 -3.215 -0.025 0.003 -0.006
H 2.135 2.332 -2.029 0.007 -0.004 -0.010
H -1.415 2.388 -3.538 -0.017 0.002 0.019
H -2.226 1.723 -5.753 -0.001 -0.011 0.000
H -2.977 -0.600 -6.161 -0.001 0.007 0.003
H -2.897 -2.259 -4.326 0.008 0.002 -0.008
H -2.055 -1.601 -2.108 0.004 -0.004 0.005
H 0.097 3.264 0.198 0.014 0.029 -0.046
H -0.878 5.469 0.701 -0.003 -0.012 0.012
H -3.223 5.960 0.085 -0.001 -0.007 0.007
H -4.585 4.226 -1.038 0.001 -0.016 0.007
H -3.610 2.028 -1.552 0.003 0.018 -0.030
H 1.092 1.677 1.267 0.011 0.001 0.002
H 1.584 1.652 3.693 -0.034 -0.015 -0.004
H 2.622 -0.340 4.723 0.032 0.012 -0.011
H 3.252 -2.272 3.309 -0.021 -0.011 -0.003
H 2.780 -2.233 0.887 -0.036 -0.028 0.022
H 3.954 1.130 0.067 0.011 -0.014 0.006
H 6.205 1.367 -0.905 -0.002 -0.008 0.002
H 6.738 0.311 -3.075 -0.005 0.002 -0.002
H 4.999 -0.959 -4.291 -0.009 0.004 0.002
H 2.739 -1.198 -3.313 0.016 -0.018 -0.003
F -4.306 -5.105 5.008 -0.012 -0.013 0.014
C -3.239 -5.266 4.190 0.005 0.052 0.049
F -2.451 -6.188 4.789 0.021 -0.028 -0.015
F -3.694 -5.809 3.067 -0.036 -0.006 -0.059
C -2.501 -3.961 4.035 0.017 -0.066 -0.047
C -2.225 -3.312 5.228 -0.025 0.026 0.014
C -1.524 -2.121 5.238 -0.003 -0.053 0.043
C -1.114 -1.630 4.014 -0.009 -0.012 -0.095
N -1.363 -2.242 2.865 -0.005 -0.065 -0.043
C -2.043 -3.408 2.820 -0.050 0.015 0.173
S -2.284 -4.129 1.246 0.218 0.274 0.071
H -2.569 -3.754 6.155 -0.004 0.014 -0.001
H -1.297 -1.599 6.157 -0.010 0.002 -0.004
H -0.552 -0.705 3.939 0.010 0.015 -0.019



74
Properties=species:S:1:pos:R:3:forces:R:3 method="wB97M-V/def2-TZVPD" homo_energy_ha=0.05726 total_charge=-2 orbital_gap_ev=2.4607 multiplicity=1 e_lumo_ev=4.019 fmax_ev_per_a=3.97
C 0.429 -0.648 -4.144 0.121 -1.011 -0.709
C 0.294 -1.272 -2.721 0.320 -0.121 -0.073
C -0.067 0.798 -4.042 -0.160 -0.081 -0.053
C -0.807 0.977 -2.667 0.227 0.516 -0.079
H -0.747 1.010 -4.872 0.281 0.017 0.104
H 0.800 1.458 -4.134 -0.288 0.088 0.288
C -0.926 -0.581 -2.152 -0.250 0.392 -0.670
H 1.202 -1.069 -2.133 -0.244 -0.022 -0.267
H 0.165 -2.358 -2.816 0.154 0.098 0.191
C -1.546 -1.080 -0.822 -0.018 -0.351 0.457
H -1.721 -0.907 -2.852 -0.176 -0.058 0.130
H -1.863 1.246 -2.863 0.127 -0.184 -0.083
C -0.207 2.162 -2.023 -0.296 -1.456 0.437
C 1.846 -0.773 -4.679 0.953 0.102 2.160
C -0.352 -1.361 -5.257 -1.283 1.361 -0.549
O -0.921 -0.774 -6.170 0.502 -1.129 1.031
O 2.841 -0.792 -3.965 -0.998 0.053 -1.411
O 1.889 -0.902 -6.017 0.797 0.026 -0.178
O -0.319 -2.696 -5.184 -0.179 -0.278 -0.408
C -0.957 -3.329 -6.304 0.204 -0.045 0.229
H -0.807 -4.392 -6.136 -0.073 -0.049 -0.088
H -0.487 -3.008 -7.239 -0.112 -0.055 0.162
H -2.021 -3.082 -6.331 0.147 -0.022 -0.015
C 3.199 -1.155 -6.534 -0.030 0.004 0.031
H 3.901 -0.362 -6.239 -0.233 -0.241 -0.102
H 3.066 -1.187 -7.617 0.141 -0.003 0.119
H 3.567 -2.119 -6.155 -0.035 0.289 -0.126
O -0.856 -1.254 0.406 -0.377 0.272 -3.943
H -1.933 -2.077 -1.056 -0.194 -0.195 -0.216
H -2.439 -0.458 -0.645 0.053 0.107 -0.058
C -1.095 3.120 -1.338 -0.036 -0.204 0.263
C 1.261 2.260 -1.862 0.074 0.149 0.204
H 1.717 3.036 -2.512 0.474 0.163 -0.094
H 1.808 1.319 -2.079 -0.207 0.399 0.211
H 1.496 2.569 -0.824 0.394 -0.110 -0.100
H -0.547 3.636 -0.530 -0.307 0.072 0.066
H -1.964 2.592 -0.905 0.023 0.430 0.148
H -1.506 3.904 -2.006 -0.208 0.433 0.069
La -0.421 -0.510 2.289 0.314 1.357 2.712
C -2.469 -0.637 4.282 -0.438 -0.822 0.311
C -3.250 -0.501 3.101 0.330 -0.818 0.103
C -3.106 -1.706 2.345 -0.057 -0.177 0.794
H -3.923 0.327 2.873 0.380 -0.193 -0.026
C -2.245 -2.587 3.066 -0.569 0.383 -0.075
C -1.844 -1.929 4.266 -0.802 0.411 0.054
H -1.288 -2.386 5.087 -0.054 0.279 -0.382
H -2.470 0.060 5.121 0.259 -0.139 -0.502
H -3.635 -1.956 1.427 0.352 0.188 0.108
H -2.025 -3.623 2.795 0.091 0.477 -0.008
C 2.247 0.422 2.526 0.450 -0.953 -0.185
C 2.097 -0.583 3.528 0.728 0.045 -0.314
C 1.949 -1.847 2.882 0.386 0.415 -0.261
H 2.200 -0.422 4.603 -0.292 0.021 -0.511
C 2.014 -1.622 1.472 0.626 0.364 0.069
C 2.220 -0.225 1.248 0.109 -0.640 0.824
H 2.403 0.252 0.288 -0.334 -0.076 0.162
H 2.436 1.482 2.696 -0.227 -0.363 0.031
H 1.896 -2.820 3.380 -0.118 0.380 -0.200
H 1.974 -2.389 0.694 -0.151 0.344 0.321
C -0.095 3.435 2.840 -0.061 0.134 -0.426
C -0.084 2.740 4.149 -0.017 -0.456 2.106
C -0.006 3.395 5.401 -0.085 -0.320 -1.090
C 0.035 2.384 6.379 0.097 -0.992 -0.595
C -0.005 1.148 5.693 -0.096 2.411 -0.519
C 0.052 -0.151 6.379 0.063 -0.591 0.447
N -0.113 1.372 4.338 0.080 0.473 -0.117
H 0.005 4.515 3.053 -0.082 -0.407 -0.328
H -1.038 3.279 2.282 0.371 0.090 0.019
H 0.753 3.133 2.198 -0.361 0.119 0.069
H 0.028 4.473 5.508 0.009 -0.084 0.171
H 0.100 2.464 7.451 0.074 0.182 0.213
H 0.557 0.016 7.341 -0.112 -0.191 -0.102
H -0.949 -0.532 6.594 0.004 -0.269 0.039
H 0.611 -0.922 5.839 -0.158 0.063 0.011



83
Properties=species:S:1:pos:R:3:forces:R:3 method="wB97M-V/def2-TZVPD" relative_energy_ev=2.0708 homo_energy_ha="-0.07828 / -0.07856" total_charge=-2 orbital_gap_ev="5.8752 / 5.8830" multiplicity=2 e_lumo_ev="3.745 / 3.745" fmax_ev_per_a=3.09
Cr -0.589 -0.171 -0.118 3.017 -0.647 0.045
Cl 2.492 0.591 3.645 0.185 -0.006 0.252
C 0.783 0.781 3.671 -0.199 -0.135 -0.705
C 0.108 1.171 4.822 -0.806 0.012 -0.219
C -1.265 1.330 4.794 0.552 -0.009 0.196
Cl -2.063 1.806 6.258 -0.264 0.154 0.384
C -2.034 1.130 3.629 0.201 -0.029 -0.226
C -3.421 1.326 3.481 -0.157 -0.154 -0.945
C -3.994 1.100 2.236 -0.016 0.367 1.363
C -3.214 0.680 1.170 1.013 -0.337 -0.656
N -1.901 0.495 1.278 -1.308 0.405 0.385
C -1.319 0.727 2.476 -0.240 0.129 0.472
C 0.087 0.549 2.479 0.751 -0.061 -0.569
O 0.638 0.216 1.352 -1.021 -0.393 0.483
H 0.657 1.356 5.732 0.028 -0.008 0.084
H -4.016 1.679 4.309 -0.031 -0.043 0.094
H -5.053 1.264 2.099 -0.004 -0.043 -0.091
H -3.624 0.498 0.189 -0.080 -0.021 -0.067
Se -0.625 6.533 -2.151 -0.069 0.411 0.103
P -0.137 4.816 -3.263 0.032 -0.122 0.158
C 1.477 4.968 -4.089 0.175 0.104 -0.526
C 1.861 4.087 -5.106 -0.378 0.258 0.394
C 3.015 4.324 -5.826 0.323 0.276 -0.327
C 3.819 5.420 -5.536 -0.271 -0.085 0.071
C 3.436 6.303 -4.533 0.253 -0.048 -0.260
C 2.267 6.093 -3.836 -0.325 -0.188 0.083
C -1.318 4.510 -4.605 0.037 -0.086 -0.370
C -1.395 3.245 -5.191 0.018 0.241 0.177
C -2.258 3.028 -6.247 -0.105 -0.113 -0.196
C -3.065 4.055 -6.715 -0.008 0.131 0.074
C -2.995 5.312 -6.128 -0.134 -0.183 -0.255
C -2.116 5.541 -5.087 0.192 -0.015 0.237
C -0.326 3.307 -2.301 0.517 -0.283 0.326
C 0.366 2.293 -1.617 -0.633 -0.277 -0.351
N -0.616 1.607 -0.947 0.523 1.312 -1.177
N -1.773 2.186 -1.189 -0.676 -0.361 0.450
N -1.627 3.190 -1.984 -0.517 0.221 -0.207
P 2.112 1.821 -1.634 1.227 0.054 1.768
Se 3.063 0.939 0.129 0.114 0.182 -1.331
C 2.942 3.456 -1.421 -0.260 0.091 -0.225
C 4.339 3.495 -1.413 0.202 0.162 -0.185
C 5.011 4.686 -1.213 0.022 -0.160 -0.123
C 4.304 5.848 -0.943 -0.165 0.212 0.162
C 2.927 5.795 -0.826 0.195 0.051 0.192
C 2.253 4.609 -1.073 0.041 -0.143 0.111
C 2.491 1.321 -3.366 -0.221 0.012 0.080
C 3.627 1.805 -4.015 -0.071 -0.215 0.254
C 3.920 1.416 -5.310 0.102 -0.246 -0.038
C 3.081 0.545 -5.987 0.029 0.068 0.063
C 1.933 0.085 -5.358 -0.010 -0.012 -0.190
C 1.633 0.468 -4.063 -0.045 0.008 0.133
H 1.253 3.224 -5.337 0.033 -0.063 -0.042
H 3.287 3.656 -6.633 -0.003 -0.019 0.077
H 4.729 5.588 -6.096 0.043 0.019 -0.044
H 4.045 7.172 -4.315 0.017 0.001 0.053
H 1.943 6.799 -3.084 -0.036 -0.019 -0.014
H -0.803 2.428 -4.798 0.013 -0.057 0.021
H -2.311 2.048 -6.703 -0.025 -0.035 0.029
H -3.759 3.872 -7.525 -0.007 -0.005 -0.040
H -3.634 6.112 -6.480 -0.003 0.025 -0.014
H -2.056 6.514 -4.616 0.014 0.003 0.046
H 4.897 2.573 -1.514 -0.040 0.047 -0.047
H 6.092 4.704 -1.252 0.070 -0.017 0.020
H 4.827 6.783 -0.793 0.054 0.062 0.060
H 2.361 6.673 -0.546 -0.061 0.069 -0.048
H 1.180 4.594 -0.958 0.053 0.042 0.061
H 4.282 2.503 -3.521 0.011 0.014 -0.021
H 4.809 1.805 -5.790 0.026 -0.006 -0.013
H 3.320 0.230 -6.994 -0.011 -0.012 -0.049
H 1.266 -0.591 -5.874 -0.040 -0.052 -0.023
H 0.740 0.077 -3.599 0.015 -0.010 0.254
O -2.764 -3.252 -0.769 -0.009 -0.307 -0.021
S -1.649 -2.369 -0.693 -1.594 -1.215 -1.292
O -1.244 -2.006 0.661 0.440 0.900 0.611
O -1.915 -1.076 -1.378 0.020 0.961 -0.123
O -0.445 -2.937 -1.483 -0.654 0.340 0.123
F 0.892 -0.349 -1.417 -1.474 0.183 0.948
P 0.828 -3.749 -0.751 2.520 -1.434 0.882
F 2.067 -4.567 -0.077 0.029 -0.008 0.005
F 0.533 -5.062 -1.682 -0.288 0.399 -0.043
F 1.829 -3.191 -1.890 -0.492 0.053 0.025
F -0.153 -4.377 0.391 -0.004 0.245 -0.258
F 1.199 -2.484 0.208 -0.347 -0.540 -0.479



62
Properties=species:S:1:pos:R:3:forces:R:3 method="wB97M-V/def2-TZVPD" relative_energy_ev=0.0000 homo_energy_ha=-0.38759 total_charge=+1 orbital_gap_ev=7.4377 multiplicity=1 e_lumo_ev=-3.109 fmax_ev_per_a=0.28
Pd 0.083 -0.038 0.335 0.091 -0.049 0.185
O 5.064 0.227 0.572 0.001 0.002 0.014
C 4.295 0.266 1.714 0.015 -0.032 -0.025
C 4.788 -0.137 2.943 0.014 -0.005 0.009
C 3.971 -0.075 4.063 -0.015 0.008 -0.006
C 2.673 0.396 3.951 0.015 0.000 -0.014
C 2.194 0.801 2.711 0.014 0.038 0.011
C 2.988 0.730 1.577 -0.085 -0.022 -0.007
C 2.498 1.178 0.204 0.110 0.001 0.054
O 1.185 1.606 0.177 -0.197 0.090 -0.006
N 2.642 0.111 -0.799 0.043 0.179 -0.211
N 1.551 -0.658 -0.999 -0.041 -0.199 0.003
C 1.580 -1.605 -1.858 0.065 -0.046 -0.044
C 0.429 -2.335 -2.386 -0.002 0.083 0.104
Br -1.240 -1.432 -2.399 -0.021 0.045 -0.137
C 0.611 -3.498 -3.017 0.027 -0.136 0.046
C -0.346 -4.389 -3.684 0.032 0.036 0.004
C -1.632 -4.627 -3.198 -0.021 -0.001 0.034
C -2.480 -5.497 -3.863 0.005 -0.007 -0.008
C -2.059 -6.137 -5.021 0.007 0.010 0.009
C -0.775 -5.920 -5.503 -0.005 0.001 0.007
C 0.079 -5.064 -4.829 0.008 -0.006 -0.021
H 5.970 -0.009 0.801 0.001 0.003 -0.001
H 5.808 -0.495 3.025 -0.002 -0.002 -0.001
H 4.359 -0.389 5.023 0.000 0.000 0.000
H 2.038 0.460 4.824 0.000 0.001 0.000
H 1.193 1.200 2.620 0.004 0.000 0.005
H 3.155 1.984 -0.146 -0.040 0.024 0.033
H 3.557 -0.281 -0.978 -0.024 -0.073 0.080
H 2.539 -1.865 -2.307 -0.011 0.065 -0.059
H 1.646 -3.831 -3.056 -0.008 -0.008 0.004
H -1.961 -4.152 -2.284 0.003 -0.003 -0.008
H -3.472 -5.683 -3.473 -0.001 0.000 0.000
H -2.726 -6.813 -5.540 0.000 0.000 0.000
H -0.437 -6.426 -6.397 0.000 0.001 -0.001
H 1.085 -4.906 -5.198 -0.002 -0.001 -0.001
C -0.185 4.808 -1.342 -0.009 -0.012 -0.005
C -1.285 3.856 -1.023 0.016 0.015 0.015
C -2.471 3.747 -1.703 -0.033 0.012 -0.023
C -3.373 2.754 -1.310 -0.020 0.016 0.012
N -3.112 1.914 -0.303 0.005 0.025 0.083
C -1.972 2.044 0.351 -0.079 0.041 0.035
S -1.526 0.996 1.670 -0.094 -0.052 -0.100
N -1.094 3.024 0.017 0.125 -0.136 -0.116
C -4.673 2.557 -2.015 0.009 0.003 -0.001
H -0.407 5.364 -2.249 -0.004 0.000 0.000
H 0.747 4.256 -1.476 0.004 0.008 0.007
H -0.045 5.514 -0.522 0.001 -0.006 0.004
H -2.686 4.400 -2.535 -0.002 -0.002 0.002
H -0.164 2.948 0.439 0.104 -0.008 0.023
H -4.832 3.300 -2.793 -0.001 0.001 0.001
H -5.487 2.603 -1.293 0.002 0.001 0.003
H -4.693 1.561 -2.459 -0.002 -0.003 0.002
N -2.112 -2.043 0.898 -0.002 0.006 -0.008
C -2.384 -3.315 1.225 -0.006 0.012 -0.022
C -1.186 -3.995 1.249 0.021 -0.004 -0.023
C -0.223 -3.033 0.924 -0.026 -0.037 -0.104
N -0.801 -1.858 0.708 0.005 0.112 0.114
H -2.724 -1.241 0.852 0.004 0.009 0.035
H -3.392 -3.638 1.421 -0.001 0.001 -0.001
H -1.029 -5.034 1.474 0.003 0.001 0.004
H 0.846 -3.134 0.829 -0.001 0.002 0.011



39
Properties=species:S:1:pos:R:3:forces:R:3 method="wB97M-V/def2-TZVPD" relative_energy_ev=11.6637 homo_energy_ha=-0.31471 orbital_gap_ev=9.3076 multiplicity=1 e_lumo_ev=0.744 fmax_ev_per_a=13.76
C -2.288 -2.389 0.418 0.958 0.936 -0.548
C -2.660 -1.507 -0.812 -6.411 -1.220 7.667
C -3.980 -0.707 -0.534 -3.692 -6.864 -0.320
H -4.517 -0.470 -1.470 0.598 0.751 0.315
H -4.813 -1.690 -0.222 2.086 2.580 -0.453
C -4.058 0.316 0.494 1.717 -1.530 0.344
N -3.364 1.373 0.020 2.859 10.512 -8.408
C -1.965 1.831 -0.219 -1.323 -4.253 5.759
O -1.546 2.717 -0.898 -0.671 -0.321 -0.506
N -1.152 1.105 0.827 -1.082 10.206 -8.730
H -1.603 0.491 1.242 -4.222 -7.270 5.086
C 0.140 1.396 0.737 6.667 -4.631 2.542
H 0.633 1.056 1.754 -0.696 1.447 -1.489
H 0.469 2.381 0.474 -0.474 0.455 -0.178
C 0.922 0.203 -0.135 2.132 3.395 12.039
N 2.293 0.154 0.354 -0.965 4.945 -0.205
C 3.092 1.157 -0.314 -2.972 7.230 1.957
C 4.500 1.199 0.090 1.574 4.165 -3.557
H 5.197 2.166 -0.536 -2.472 -2.587 2.304
O 5.099 0.098 -0.307 2.460 -2.720 -3.649
C 4.404 -1.057 0.033 -0.297 2.135 5.130
C 2.851 -0.948 -0.101 5.781 -3.320 -4.175
H 2.466 -1.781 0.269 -1.764 -3.917 1.968
H 2.814 -1.088 -1.179 -0.835 0.161 -1.020
H 4.942 -1.773 -0.510 -0.050 -1.801 -0.357
H 4.621 -1.014 1.211 -0.483 -1.379 -1.785
H 4.644 1.156 1.100 -0.125 1.400 3.379
H 2.668 2.406 -0.012 0.985 -3.620 -0.351
H 2.879 1.278 -1.354 0.326 -0.779 -1.104
H 0.722 0.341 -1.000 -1.530 1.492 -11.403
H 0.542 -0.645 0.238 -2.011 -3.170 1.069
H -3.789 1.980 -1.001 0.758 -2.631 4.081
H -3.497 0.145 1.398 -0.579 -1.192 0.957
H -5.027 0.640 0.671 -1.917 0.278 0.823
H -2.088 -0.813 -1.037 6.570 6.147 -1.655
H -2.897 -1.914 -1.662 -0.850 -3.597 -4.421
H -1.355 -2.837 -0.084 -0.782 0.073 2.214
H -2.223 -1.813 1.528 0.371 -1.502 -3.359
H -3.076 -3.142 0.529 0.364 -0.005 0.038



3
Properties=species:S:1:pos:R:3:forces:R:3 method="wB97M-V/def2-TZVPD" relative_energy_ev=0.1458 homo_energy_ha=-0.58729 total_charge=+1 orbital_gap_ev=11.5461 multiplicity=1 e_lumo_ev=-4.435 fmax_ev_per_a=2.25
Li 0.717 -0.801 1.375 0.921 -1.460 1.444
Li -0.662 0.283 -1.606 -0.579 -0.085 -1.648
Cl -0.055 0.518 0.231 -0.341 1.545 0.204